(1)
# C29H22Cl5N5O5PPbTe

C29H22Cl5N5O5PPbTe as an isolated structure (ωB97M-V/def2-TZVPD, the OMol25 dataset).

Geometry as XYZ:
```
69
Properties=species:S:1:pos:R:3:forces:R:3
Pb 0.884 -0.074 1.659 0.1324 -0.1533 0.1805
C -3.174 -0.506 3.732 0.0304 0.0060 -0.0113
C -3.890 0.683 3.579 -0.0007 -0.0083 -0.0048
C -3.277 1.771 3.006 0.0170 -0.0245 0.0152
C -1.937 1.678 2.594 0.0170 0.0522 0.0547
N -1.268 0.527 2.730 -0.0724 -0.0006 -0.1421
C -1.876 -0.533 3.283 -0.0492 -0.0360 -0.0149
N -1.381 2.819 2.070 0.0282 -0.0041 -0.0177
C -0.170 3.019 1.681 0.0315 0.0152 -0.0491
N 0.955 2.201 1.593 -0.0633 0.0955 0.0282
C 1.987 2.949 1.017 0.0093 0.0095 0.0496
N 3.203 2.678 0.710 -0.0598 0.0198 -0.0240
C 3.895 1.498 0.863 0.0655 0.0155 0.0007
C 5.273 1.556 0.605 -0.0354 -0.0112 0.0168
C 6.035 0.417 0.708 0.0147 -0.0152 0.0090
C 5.424 -0.782 1.074 -0.0374 0.0066 0.0177
C 4.072 -0.760 1.319 0.0308 -0.0399 0.0004
N 3.320 0.343 1.214 -0.0780 0.0751 -0.0438
C 1.489 4.316 0.756 0.0220 0.0196 -0.0294
C 2.119 5.417 0.204 -0.0189 -0.0180 0.0396
C 1.370 6.580 0.092 -0.0277 0.0091 -0.0007
C 0.042 6.630 0.523 0.0186 0.0062 -0.0047
C -0.578 5.516 1.074 0.0371 -0.0155 0.0013
C 0.180 4.363 1.174 -0.0371 0.0191 -0.0231
H -3.613 -1.382 4.187 -0.0063 -0.0039 0.0021
H -4.918 0.750 3.911 -0.0049 -0.0013 0.0051
H -3.785 2.714 2.868 0.0016 0.0139 0.0104
H -1.280 -1.438 3.352 0.0020 -0.0097 -0.0028
H 5.697 2.511 0.330 0.0006 0.0048 -0.0167
H 7.098 0.453 0.508 -0.0005 -0.0063 0.0020
H 5.982 -1.702 1.168 0.0122 -0.0004 0.0059
H 3.549 -1.664 1.618 -0.0008 -0.0039 -0.0140
H 3.150 5.364 -0.118 0.0057 -0.0045 -0.0057
H 1.818 7.467 -0.335 0.0051 0.0094 0.0041
H -0.510 7.555 0.425 -0.0019 0.0072 -0.0049
H -1.604 5.539 1.413 -0.0095 -0.0065 -0.0044
Cl 3.458 -1.986 -6.451 0.0047 -0.0022 0.0108
C 2.850 -1.287 -5.013 -0.0145 0.0263 -0.0370
C 2.755 -2.056 -3.853 0.0030 -0.0571 0.0264
Cl 3.248 -3.696 -3.852 -0.0018 -0.0048 -0.0201
C 2.256 -1.490 -2.686 0.0057 0.2179 0.0890
Cl 2.131 -2.400 -1.237 -0.0526 0.0163 0.0342
C 1.838 -0.164 -2.694 -0.0869 0.0768 -0.2685
O 1.463 0.463 -1.512 0.0478 -0.3818 0.4728
C 1.946 0.616 -3.836 -0.1068 -0.0813 0.0534
Cl 1.440 2.251 -3.770 -0.0075 0.0231 -0.0079
C 2.452 0.051 -5.005 -0.0149 -0.0049 -0.0251
Cl 2.576 0.999 -6.422 0.0004 0.0128 0.0002
C -2.992 -6.239 -0.393 0.0017 -0.0061 -0.0061
C -2.551 -5.464 -1.608 -0.0138 -0.0300 -0.0237
O -1.538 -4.475 -1.247 0.0264 0.0372 0.0061
P -1.795 -3.024 -0.734 -0.0590 -0.0097 -0.1581
O -0.966 -2.543 0.375 0.0258 0.0151 0.0552
Te -1.269 -1.586 -2.706 -0.0216 -0.1706 -0.1099
O -3.358 -2.974 -0.537 0.0342 0.0083 0.0657
C -3.982 -1.757 -0.025 0.0394 0.0172 0.0059
C -5.202 -2.152 0.767 0.0053 0.0087 -0.0265
H -3.697 -7.013 -0.697 -0.0013 -0.0021 -0.0028
H -3.487 -5.591 0.328 -0.0011 0.0080 -0.0046
H -2.140 -6.720 0.086 0.0058 0.0002 0.0037
H -3.382 -4.954 -2.093 -0.0070 -0.0072 0.0248
H -2.050 -6.099 -2.336 -0.0128 0.0018 0.0179
H -4.233 -1.141 -0.889 -0.0120 -0.0134 0.0112
H -3.253 -1.227 0.593 -0.0386 0.0040 0.0099
H -5.869 -2.768 0.165 -0.0097 0.0069 -0.0116
H -5.743 -1.256 1.069 0.0104 0.0111 0.0136
H -4.922 -2.706 1.662 0.0103 -0.0138 0.0009
O -0.667 -0.274 -1.272 0.2926 0.2617 0.2630
C 0.398 0.188 -0.765 -0.0293 0.0098 -0.4919
```
Forces are in eV/Å.

Values from the calculation:
**HOMO-LUMO gap**: 6.4225 eV
**E_HOMO**: -0.3845 Ha
**Energy relative to the best compared isomer or geometry (same formula, charge and spin)**: 1.686 eV
**Molar mass**: 1063.6 g mol⁻¹
**Net charge**: +1

Results of the Löwdin charge analysis, in e, for atoms 1 through 2: 1.4043 -0.0648


(2)
# C29H22N3O2PPdSe

C29H22N3O2PPdSe as an isolated structure in a non-equilibrium geometry (ωB97M-V/def2-TZVPD, the OMol25 dataset).

Geometry as XYZ:
```
59
Properties=species:S:1:pos:R:3:forces:R:3
Pd -0.157 -0.584 1.068 -0.4256 -1.0448 0.7837
O -2.204 -4.267 1.092 0.0232 -0.4673 0.1042
C -1.511 -3.280 1.246 0.2810 -0.1559 0.2986
O -1.823 -2.073 1.055 -0.2205 0.6535 -0.2243
C -0.058 -3.496 1.740 -0.4962 0.0814 -0.4284
C 0.266 -4.543 2.621 0.3818 -0.1315 0.1733
C 1.544 -4.637 3.102 -0.3877 0.0659 -0.1453
C 2.541 -3.770 2.601 -0.1153 0.3714 -0.4489
C 3.897 -3.812 2.989 0.1148 0.0499 -0.0076
C 4.821 -2.990 2.401 -0.0011 -0.1803 0.1883
C 4.435 -2.103 1.385 -0.1999 0.0667 -0.0602
C 3.124 -2.017 1.005 0.0985 0.0781 -0.1100
C 2.146 -2.817 1.624 0.6332 -0.2012 0.2687
N 0.843 -2.662 1.274 -0.7032 1.0517 0.2395
H -0.519 -5.216 2.926 -0.1051 -0.0219 0.0054
H 1.803 -5.374 3.848 0.0317 -0.0736 0.0476
H 4.199 -4.503 3.763 0.0038 -0.0987 0.0214
H 5.860 -3.032 2.699 0.0058 -0.0337 0.0559
H 5.182 -1.486 0.908 0.0365 0.0359 -0.0776
H 2.814 -1.372 0.191 -0.0010 0.0246 0.0859
N 1.931 0.933 -0.422 0.0344 -0.1312 0.2384
C 1.638 1.121 -1.748 -0.1680 0.0826 -0.3561
C 2.644 1.462 -2.655 -0.0096 0.0428 0.0315
C 2.356 1.686 -3.984 -0.0166 -0.0024 0.0062
C 1.054 1.574 -4.446 -0.0321 -0.0070 -0.1182
C 0.049 1.239 -3.562 0.0712 0.1023 0.0015
C 0.307 1.031 -2.209 -0.0220 -0.2372 0.2065
P -1.028 0.350 -1.160 -0.1970 0.8024 -0.0466
C -2.509 1.001 -2.044 0.0402 -0.2635 0.0458
C -3.107 0.259 -3.059 0.0748 -0.0352 0.1592
C -4.114 0.819 -3.828 -0.0514 -0.0279 -0.1115
C -4.546 2.112 -3.582 -0.0267 -0.0422 0.0220
C -3.985 2.836 -2.543 -0.0367 0.0926 -0.0297
C -2.970 2.288 -1.781 0.0276 -0.0388 -0.0362
C -1.180 1.437 0.332 0.2928 -1.0041 -0.1011
C -2.204 1.047 1.228 0.0033 -0.1781 -0.2215
C -2.525 1.859 2.303 -0.0026 0.2775 0.1434
C -1.836 3.044 2.508 -0.3445 -0.4469 0.0219
C -0.830 3.428 1.634 0.4103 -0.0301 -0.5679
C -0.486 2.632 0.554 0.0928 0.3893 0.3554
H 1.319 0.287 0.102 0.8904 0.6790 -0.3376
H 2.902 0.946 -0.149 -0.1495 -0.1330 -0.0009
H 3.662 1.536 -2.297 0.0981 0.0087 0.0256
H 3.150 1.932 -4.673 0.1135 0.0506 -0.0367
H 0.820 1.735 -5.487 0.0058 0.0225 -0.0828
H -0.961 1.137 -3.927 -0.0391 0.0492 -0.0714
H -2.769 -0.749 -3.255 0.0064 -0.0892 -0.0280
H -4.557 0.249 -4.632 -0.0351 -0.0809 -0.0388
H -5.320 2.553 -4.193 -0.0752 0.0020 -0.0351
H -4.327 3.839 -2.332 -0.0266 0.0611 0.0036
H -2.530 2.876 -0.990 -0.0043 0.0632 -0.0016
H -2.792 0.153 1.015 0.1643 0.1057 0.1027
H -3.314 1.569 2.977 -0.0519 -0.0684 0.1063
H -2.071 3.659 3.361 -0.0512 0.0792 0.0880
H -0.310 4.361 1.789 0.0697 0.0669 0.0430
H 0.290 2.942 -0.135 -0.0325 -0.0335 0.0561
Se 1.270 0.173 2.935 0.7185 -0.7034 -0.8508
C 0.167 1.065 4.024 -0.4874 0.2191 0.3731
N -0.490 1.614 4.794 -0.2091 0.2858 0.2722
```
Forces are in eV/Å.

Values from the calculation:
**HOMO-LUMO gap (alpha / beta)**: 5.9600 / 5.6650 eV
**E_HOMO (alpha / beta)**: -0.2982 / -0.3028 Ha
**Energy relative to the best compared isomer or geometry (same formula, charge and spin)**: 1.013 eV
**Molar mass**: 660.9 g mol⁻¹
**Net charge**: 0

Results of the Löwdin charge analysis, in e, for atoms 1 through 2: 0.5786 0.0588


(3)
# C29H23CrF3N7O9PSeTe

C29H23CrF3N7O9PSeTe as an isolated structure in a non-equilibrium geometry (ωB97M-V/def2-TZVPD, the OMol25 dataset).

Geometry as XYZ:
```
75
Properties=species:S:1:pos:R:3:forces:R:3
Cr 0.307 0.176 -0.131 0.4600 -1.1921 2.1259
Se -6.376 3.736 0.079 -0.1445 0.0778 0.0208
N -4.884 4.022 -0.799 0.6229 0.2964 -0.4865
C -4.037 3.066 -0.504 -0.6614 0.0530 0.2592
C -2.696 2.974 -1.039 0.4927 -0.1715 -0.0903
C -2.144 3.912 -1.914 0.0883 -0.2041 0.1158
C -0.850 3.718 -2.348 -0.0973 0.0988 0.0015
C -0.131 2.624 -1.895 0.3490 -0.0015 -0.0944
N -0.633 1.717 -1.059 -0.6932 -0.1207 -0.2971
C -1.910 1.888 -0.642 -0.1740 0.3499 -0.1089
C -2.417 0.890 0.272 -0.3933 -0.1865 0.2688
N -1.561 -0.107 0.574 -0.7351 0.1338 0.4218
C -1.951 -1.037 1.438 0.1579 -0.1879 0.0285
C -3.207 -1.029 2.034 -0.1213 0.0868 -0.0380
C -4.096 -0.022 1.725 0.1205 0.0048 -0.0713
C -3.701 0.967 0.820 0.4111 -0.2795 -0.0193
C -4.533 2.078 0.417 -0.3904 0.5141 -0.1862
N -5.761 2.275 0.833 0.1264 -0.6791 0.4186
H -2.734 4.763 -2.223 -0.0176 0.0249 -0.0288
H -0.380 4.417 -3.024 0.0422 -0.0168 0.0026
H 0.895 2.485 -2.204 -0.0340 0.0145 0.0289
H -1.223 -1.807 1.655 0.0015 0.0283 0.0254
H -3.467 -1.808 2.735 0.0097 -0.0237 -0.0010
H -5.083 0.024 2.164 -0.0278 0.0037 0.0173
C 2.441 -4.000 -3.156 0.0041 0.1230 0.2234
C 3.064 -3.506 -1.867 0.1761 -0.1829 -0.1609
O 2.123 -2.629 -1.220 -0.4039 0.1375 0.1826
P 2.088 -2.414 0.372 2.2124 -0.2773 0.3631
O 0.766 -1.665 0.552 -1.4446 1.8110 -0.8769
Te 4.004 -1.475 1.413 -0.3618 0.0427 -0.4917
O 2.043 -3.854 1.017 -0.5388 -0.1177 -0.0325
C 0.885 -4.712 1.105 -0.1067 -0.0545 0.0165
C 0.308 -4.657 2.504 0.1152 0.0221 -0.1941
H 3.135 -4.671 -3.658 0.0014 -0.0114 -0.0647
H 2.214 -3.165 -3.818 0.0168 -0.0006 -0.0655
H 1.516 -4.539 -2.951 -0.0062 -0.0440 -0.0182
H 3.985 -2.951 -2.063 -0.0433 0.0022 0.1268
H 3.291 -4.343 -1.205 0.0512 0.0663 0.0273
H 1.249 -5.714 0.879 -0.0514 0.0505 -0.0667
H 0.147 -4.421 0.352 0.0278 -0.0414 -0.0307
H 1.087 -4.877 3.231 -0.0212 0.0035 0.0472
H -0.484 -5.399 2.600 -0.0542 -0.0114 0.0344
H -0.099 -3.669 2.717 -0.0004 0.0297 0.0596
O 0.656 3.054 0.956 0.1572 0.0187 0.1820
C 0.865 2.203 1.812 -0.0947 0.3029 -0.1711
O 0.756 0.925 1.610 -0.3059 -0.4288 -0.6870
C 1.323 2.569 3.191 0.0440 -0.0792 0.1679
C 1.771 3.860 3.437 0.0227 0.1458 -0.1044
C 2.240 4.181 4.698 -0.2025 -0.4966 -0.1065
C 2.252 3.256 5.728 0.0937 0.0572 0.2229
C 1.785 1.982 5.462 -0.0339 0.3775 -0.4512
C 1.331 1.622 4.206 0.0101 -0.1522 0.0799
N 1.770 0.981 6.540 -0.0193 -0.1129 0.0808
O 1.320 -0.113 6.266 0.0382 0.0711 0.0910
O 2.201 1.322 7.619 -0.0222 -0.0628 -0.0401
N 2.753 5.538 4.949 0.0237 0.0612 0.0531
O 3.087 5.800 6.083 -0.0055 0.0495 -0.1038
O 2.805 6.289 3.997 0.0086 0.0206 0.0925
H 1.758 4.600 2.650 0.0202 0.0027 0.0056
H 2.618 3.523 6.708 -0.0092 -0.0056 -0.0019
H 0.991 0.614 4.022 0.0465 -0.0163 0.0051
F 6.395 1.843 -2.891 -0.1217 0.0182 0.0669
C 5.508 0.981 -3.388 0.4263 -0.1234 -0.2922
F 5.228 1.350 -4.647 -0.1049 0.0571 0.0770
F 6.100 -0.225 -3.455 -0.1312 0.0975 0.0848
C 4.259 0.888 -2.553 -0.4573 -0.2102 -0.0761
C 3.120 0.271 -3.106 0.4300 0.1771 0.0399
C 2.012 0.144 -2.322 -0.1958 -0.2140 0.1566
N 1.960 0.555 -1.030 1.8770 0.5195 -0.8936
C 3.064 1.123 -0.503 -0.4491 0.5122 -0.4433
C 4.218 1.352 -1.266 -0.2170 -0.2239 0.3264
H 3.125 -0.069 -4.131 -0.0667 -0.0467 -0.0058
H 1.099 -0.296 -2.715 0.0903 -0.0861 -0.0338
H 2.936 1.602 0.452 0.1714 -0.3645 0.2521
H 5.058 1.862 -0.820 0.0123 -0.0364 0.0339
```
Forces are in eV/Å.

Values from the calculation:
**HOMO-LUMO gap (alpha / beta)**: 4.5931 / 5.0354 eV
**E_HOMO (alpha / beta)**: -0.3554 / -0.3550 Ha
**Molar mass**: 960.1 g mol⁻¹
**Net charge**: +1
**2S+1**: 2

Results of the Löwdin charge analysis, in e, for atoms 1 through 2: 0.9663 1.2081


(4)
# C29H23F6NNaO6S6

C29H23F6NNaO6S6 as an isolated structure in a non-equilibrium geometry (ωB97M-V/def2-TZVPD, the OMol25 dataset).

Geometry as XYZ:
```
72
Properties=species:S:1:pos:R:3:forces:R:3
Na -1.672 0.931 -1.576 -0.8275 1.6930 -1.3006
F -4.057 -0.036 2.994 -0.3411 -0.3825 0.4828
C -3.480 -1.301 2.756 0.2442 -0.2368 0.0977
F -4.369 -2.160 3.384 -0.1508 0.1345 -0.1216
F -3.797 -1.496 1.375 -0.8612 -0.3551 0.2225
S -2.933 0.695 0.667 -0.5899 0.2704 0.2091
O -2.363 2.016 0.395 0.4534 0.6733 -0.0398
O -3.220 0.069 -0.667 -1.3883 0.0870 1.1618
N -1.337 -1.465 0.407 -0.8245 0.7265 -0.5788
S -2.047 -1.819 -1.056 0.8869 -1.7851 -1.0315
O -1.685 -3.211 -1.200 -0.1632 0.2424 0.1876
O -1.420 -0.973 -2.047 0.0613 -0.9177 -0.5576
C -3.885 -2.008 -1.688 -0.7819 -0.3497 -0.2904
F -3.993 -1.241 -2.777 0.1834 0.2768 -0.0515
F -4.928 -1.769 -0.915 0.4113 0.0235 0.2610
F -4.024 -3.270 -2.113 0.2820 -0.0277 0.1220
O -1.345 -0.168 0.860 -0.4131 -0.0166 -0.7464
C -0.848 -2.516 1.339 0.1331 -0.3144 0.3692
C -1.836 -3.537 1.837 -0.1843 -0.4067 0.0990
C -1.942 -3.984 3.123 0.1949 0.0846 -0.2970
C -2.829 -5.067 3.271 -0.1265 -0.1796 -0.1274
C -3.375 -5.445 2.088 0.0640 0.2150 -0.3097
S -2.811 -4.486 0.769 -0.2977 -0.6139 0.8972
C -0.197 -1.791 2.495 -0.1874 0.2172 0.1966
C 1.149 -1.696 2.693 -0.1190 -0.1417 -0.1253
C 1.501 -0.904 3.804 0.2390 0.1082 0.2241
C 0.402 -0.418 4.432 -0.2935 -0.1348 -0.2558
S -1.088 -0.894 3.678 0.7210 0.4709 0.7993
C 0.224 -3.244 0.563 0.5431 -0.0806 -0.1058
C 0.610 -4.545 0.641 -0.1700 0.3190 0.1519
C 1.641 -4.867 -0.270 0.1637 0.0359 -0.1565
C 2.030 -3.801 -1.011 -0.0226 0.4185 0.0182
S 1.147 -2.375 -0.611 0.3867 -0.6913 0.0417
H -1.413 -3.556 3.953 0.1139 0.1646 0.0557
H -3.051 -5.516 4.224 -0.0730 -0.1447 0.1166
H -4.076 -6.237 1.908 -0.1805 -0.0997 -0.0249
H 1.876 -2.183 2.071 0.0927 -0.1082 -0.1445
H 2.524 -0.732 4.099 0.1250 0.0580 0.1107
H 0.364 0.208 5.303 0.0297 0.1457 0.2208
H 0.165 -5.259 1.310 -0.1960 -0.0668 0.1280
H 2.048 -5.857 -0.378 0.1230 -0.1571 -0.0434
H 2.771 -3.762 -1.785 0.1905 -0.0402 -0.1595
O 0.100 1.705 -1.554 0.8988 1.0581 -1.1114
S 0.824 1.302 -0.340 1.9191 0.3040 1.4688
C 0.643 2.733 0.826 -0.0609 -0.5631 -0.2111
C 0.973 4.015 0.169 0.1313 0.2711 -0.1013
C 2.144 4.713 0.457 -0.0707 0.0107 0.0778
C 2.452 5.887 -0.208 0.1099 0.0735 0.0291
C 1.601 6.373 -1.186 0.0405 0.0392 -0.0623
C 0.431 5.688 -1.479 -0.0330 0.1007 -0.0634
C 0.113 4.526 -0.801 -0.0544 0.0290 0.0443
C 2.646 1.583 -0.778 -0.4965 -0.3084 0.2613
C 2.726 1.905 -2.222 0.0780 0.0736 -0.2788
C 3.005 3.192 -2.663 0.0390 -0.0778 0.1254
C 2.984 3.492 -4.013 0.0292 0.0826 -0.0847
C 2.677 2.510 -4.938 -0.0172 0.0637 -0.0721
C 2.400 1.224 -4.507 0.0018 -0.1233 -0.0695
C 2.423 0.922 -3.159 0.1493 0.1161 0.0096
H 1.265 2.503 1.689 0.0012 -0.0448 0.1036
H -0.414 2.669 1.075 -0.0127 -0.0350 0.2015
H 2.812 4.348 1.226 0.0457 -0.0820 0.0728
H 3.362 6.421 0.033 0.0192 0.0158 0.0221
H 1.847 7.285 -1.714 -0.0109 0.0429 -0.0259
H -0.239 6.071 -2.236 -0.0537 0.0010 -0.0362
H -0.809 4.003 -1.002 -0.0657 -0.0131 -0.0335
H 3.123 0.631 -0.545 0.0524 -0.0084 0.0648
H 3.048 2.375 -0.154 0.0478 -0.0228 0.0593
H 3.237 3.966 -1.947 -0.0411 0.0676 0.0921
H 3.199 4.500 -4.340 0.0174 0.0760 -0.0302
H 2.645 2.751 -5.991 0.0123 -0.0023 -0.0930
H 2.156 0.454 -5.223 -0.0367 -0.0881 -0.0767
H 2.193 -0.076 -2.819 -0.0901 -0.1709 0.0121
```
Forces are in eV/Å.

Values from the calculation:
**HOMO-LUMO gap**: 5.7209 eV
**E_HOMO**: -0.1423 Ha
**Energy relative to the best compared isomer or geometry (same formula, charge and spin)**: 6.197 eV
**Molar mass**: 810.9 g mol⁻¹
**Net charge**: -1

Results of the Löwdin charge analysis, in e, for atoms 1 through 2: 0.2813 -0.1194